A molecular structure, C47H56AlN4O7SSi in a non-equilibrium geometry. Source: the OMol25 dataset; level of theory: the ωB97M-V functional and the def2-TZVPD basis.

The charge is +1. The energy relative to the best compared isomer or geometry (same formula, charge and spin) is 330.6 kJ/mol. The value obtained for the frontier orbital gap is 6.701 eV. The HOMO energy comes out at -9.7 eV. The electronic energy comes out at -3500.5529 Ha.

Geometry as XYZ:
```
117
Properties=species:S:1:pos:R:3:mulliken_charge:R:1
Al 0.335 1.026 -0.050 -1.9393
C -0.985 4.082 1.766 -1.3501
C -1.705 3.480 0.560 1.9541
C -3.206 3.615 0.801 -1.9106
C -1.360 4.210 -0.737 -1.6991
O -1.299 2.080 0.407 1.2622
Si -2.424 0.779 0.349 -1.3927
S -1.006 -0.775 0.147 -0.1827
O -3.352 0.725 1.653 0.8030
C -3.344 0.041 2.917 1.9186
C -3.541 -1.451 2.666 -1.5506
C -4.519 0.614 3.709 -1.9589
C -2.028 0.322 3.635 -1.2340
O -3.303 1.093 -0.952 0.0597
C -4.459 0.419 -1.479 1.5350
C -5.682 0.843 -0.669 -1.5351
C -4.589 0.891 -2.927 -1.6501
C -4.265 -1.091 -1.409 -1.1349
H -1.252 5.134 1.847 0.5354
H 0.095 3.998 1.682 -0.1060
H -1.300 3.577 2.678 0.1706
H -3.443 4.665 0.951 0.5679
H -3.515 3.067 1.684 0.3337
H -3.769 3.253 -0.052 0.4344
H -1.865 5.171 -0.771 0.6088
H -1.711 3.612 -1.575 0.2280
H -0.289 4.374 -0.831 0.1360
H -4.460 -1.610 2.104 0.3028
H -3.613 -1.979 3.612 0.5612
H -2.710 -1.855 2.093 0.1727
H -5.440 0.520 3.140 0.3336
H -4.353 1.666 3.929 0.3978
H -4.626 0.075 4.646 0.4775
H -1.192 -0.073 3.061 -0.1630
H -2.027 -0.137 4.619 0.7475
H -1.897 1.395 3.757 0.1514
H -5.846 1.913 -0.765 0.3320
H -5.530 0.609 0.381 0.1009
H -6.563 0.320 -1.029 0.5545
H -4.596 1.977 -2.957 0.3324
H -5.517 0.524 -3.355 0.4250
H -3.755 0.528 -3.521 0.2111
H -4.185 -1.410 -0.374 0.0897
H -3.354 -1.385 -1.924 0.1237
H -5.111 -1.593 -1.871 0.6193
O 2.711 -1.368 6.986 -0.4693
C 1.816 -0.538 6.430 0.6276
O 1.071 0.116 7.105 -0.5477
C 1.824 -0.467 4.938 0.7687
C 2.242 -1.514 4.117 -1.3125
C 2.255 -1.375 2.740 -0.7508
C 1.839 -0.174 2.170 0.5782
C 1.361 0.848 2.991 -0.4163
C 1.361 0.711 4.358 -0.9785
N 1.860 0.118 0.804 1.5111
C 2.787 -0.376 0.020 -0.5315
C 1.844 0.048 -2.101 1.7275
C 2.458 0.008 -3.458 -1.9072
C 2.317 1.031 -4.310 -0.6320
C 1.519 2.153 -3.940 -1.5527
C 0.878 2.129 -2.752 0.2960
N 0.932 1.103 -1.852 0.4645
H 3.297 -1.775 6.335 0.3166
H 2.526 -2.466 4.541 0.3779
H 2.554 -2.196 2.107 0.6052
H 1.013 1.759 2.516 0.4074
H 1.016 1.508 4.999 0.4730
H 3.635 -0.919 0.443 0.7895
H 3.058 -0.861 -3.672 0.5968
H 2.786 1.002 -5.280 0.4939
H 1.415 2.995 -4.601 0.5108
H 0.237 2.940 -2.447 0.4293
C 3.359 -7.152 0.444 -1.7368
C 2.323 -6.139 0.063 1.2808
C 1.271 -5.846 0.922 -1.2129
C 0.288 -4.941 0.562 -0.8929
C 0.314 -4.352 -0.684 -0.3822
C 1.368 -4.632 -1.547 -0.1965
N 1.380 -4.157 -2.868 0.0987
C 0.592 -3.184 -3.405 0.4173
C 0.000 -3.455 -4.653 -0.7604
C -0.855 -2.570 -5.256 -1.0213
C -1.125 -1.350 -4.636 -1.0693
C -0.471 -1.012 -3.478 -0.9155
C 0.433 -1.888 -2.847 0.9492
C 1.307 -1.388 -1.802 0.6154
O 1.851 -1.990 -0.888 -0.5872
O 3.002 0.117 -1.169 -0.4883
C 2.400 -5.497 -1.171 1.1294
C 3.555 -5.722 -2.108 -1.9125
H 3.087 -7.660 1.364 0.4152
H 4.329 -6.679 0.590 0.3538
H 3.454 -7.896 -0.346 0.3599
H 1.217 -6.340 1.881 0.3971
H -0.518 -4.715 1.244 0.5146
H -0.486 -3.694 -0.990 0.5994
H 1.676 -4.859 -3.535 0.4236
H 0.203 -4.413 -5.113 0.4915
H -1.333 -2.833 -6.188 0.4074
H -1.835 -0.668 -5.077 0.4902
H -0.695 -0.063 -3.016 0.4255
H 3.795 -4.804 -2.642 0.3900
H 3.330 -6.500 -2.841 0.3638
H 4.438 -6.036 -1.561 0.4870
N 1.426 2.670 0.261 0.0427
C 2.222 3.499 0.149 1.7340
C 3.089 4.584 0.059 -0.3375
C 4.353 4.449 -0.529 -0.4413
C 5.178 5.553 -0.600 -0.7672
C 4.760 6.778 -0.098 -0.3755
C 3.503 6.913 0.476 -0.8008
C 2.661 5.825 0.559 -0.3526
H 4.660 3.491 -0.921 0.5650
H 6.155 5.460 -1.048 0.4233
H 5.417 7.632 -0.155 0.4230
H 3.184 7.870 0.861 0.4275
H 1.679 5.917 0.999 0.4770
```

***

A molecular structure, C47H56FN5O3P2ReSi2 in a non-equilibrium geometry. Source: the OMol25 dataset; level of theory: the ωB97M-V functional and the def2-TZVPD basis.

The charge is +2. The energy relative to the best compared isomer or geometry (same formula, charge and spin) is 56.8 kJ/mol. The value obtained for the frontier orbital gap (spin up / spin down) is 6.650 / 6.563 eV. The HOMO energy (spin up / spin down) comes out at -11.7 / -11.4 eV. As for the spin multiplicity: 2. The electronic energy comes out at -3763.5740 Ha.

Geometry as XYZ:
```
117
Properties=species:S:1:pos:R:3:mulliken_charge:R:1
Re -0.249 0.697 0.156 1.8371
C -1.965 2.843 -2.190 -0.7485
Si -0.370 2.258 -3.062 0.3015
C 0.581 3.828 -3.596 -1.2012
C -0.864 1.152 -4.536 -1.4760
N 0.541 1.422 -1.823 -0.2609
P 2.084 0.911 -1.606 0.5222
C 1.823 0.328 0.042 -1.1924
P 2.073 1.082 1.616 1.8699
N 0.507 0.812 2.057 0.7216
Si -0.298 1.138 3.593 0.5437
C -0.765 3.000 3.655 -0.5533
C -1.816 -0.025 3.630 -1.2692
C 0.872 0.702 5.028 -1.2270
C 3.249 0.195 2.659 0.8679
C 2.827 -1.092 2.991 -1.2679
C 3.626 -1.908 3.766 -0.8298
C 4.850 -1.437 4.219 -0.5631
C 5.286 -0.169 3.865 -0.8497
C 4.498 0.646 3.070 -0.3154
C 2.243 2.891 1.771 2.1592
C 1.686 3.704 0.787 -0.3506
C 1.693 5.077 0.944 -0.9034
C 2.256 5.645 2.077 -0.8895
C 2.805 4.835 3.057 -0.8469
C 2.786 3.458 2.915 -1.2799
C 3.377 2.156 -1.914 1.0439
C 3.584 2.660 -3.194 -0.7674
C 4.533 3.645 -3.397 -0.7882
C 5.285 4.118 -2.333 -0.7287
C 5.118 3.578 -1.069 -0.5924
C 4.176 2.586 -0.864 0.0002
C 2.548 -0.500 -2.641 0.8754
C 2.268 -0.538 -4.002 -0.2088
C 2.689 -1.622 -4.752 -0.9156
C 3.404 -2.646 -4.152 -0.6511
C 3.694 -2.600 -2.798 -0.6966
C 3.264 -1.528 -2.038 -0.6778
H -2.461 3.615 -2.768 0.6671
H -1.759 3.241 -1.200 -0.1621
H -2.661 2.015 -2.093 0.0615
H -0.125 4.596 -3.893 0.5394
H 1.217 3.640 -4.453 0.3525
H 1.203 4.236 -2.805 0.2794
H -1.888 1.372 -4.824 0.4451
H -0.815 0.098 -4.280 0.3983
H -0.240 1.325 -5.408 0.4155
H -0.839 3.416 2.655 -0.4053
H -0.020 3.575 4.196 0.4155
H -1.718 3.147 4.155 0.5110
H -2.725 0.531 3.835 0.3396
H -1.706 -0.760 4.421 0.4579
H -1.947 -0.558 2.691 0.2128
H 1.824 1.221 4.980 0.2701
H 1.083 -0.362 5.060 0.3676
H 0.402 0.966 5.969 0.4829
H 1.863 -1.424 2.630 0.4760
H 3.299 -2.907 4.012 0.4579
H 5.472 -2.065 4.838 0.4291
H 6.249 0.181 4.208 0.4545
H 4.860 1.622 2.778 0.4557
H 1.254 3.259 -0.105 0.0870
H 1.261 5.705 0.179 0.5211
H 2.263 6.717 2.199 0.4448
H 3.251 5.268 3.940 0.4514
H 3.188 2.832 3.697 0.3098
H 3.009 2.276 -4.023 0.5628
H 4.689 4.050 -4.385 0.4592
H 6.018 4.890 -2.500 0.4104
H 5.720 3.931 -0.246 0.4860
H 4.061 2.125 0.110 0.4058
H 1.702 0.262 -4.456 0.3586
H 2.452 -1.674 -5.803 0.4411
H 3.722 -3.492 -4.742 0.4057
H 4.244 -3.406 -2.337 0.4494
H 3.455 -1.484 -0.973 0.4525
C -7.967 1.305 -1.380 -1.0152
C -7.388 1.041 0.006 -1.0897
N -5.973 1.369 0.100 0.2006
C -5.079 0.452 -0.315 -0.3896
C -3.724 0.557 -0.172 -0.3593
C -2.883 -0.511 -0.881 0.1212
O -3.478 -1.442 -1.383 -0.7218
O -1.619 -0.316 -0.979 -0.6014
C -3.187 1.662 0.555 -0.0681
O -1.992 1.790 0.920 -0.5717
C -4.142 2.731 0.824 0.6328
C -3.677 3.963 1.286 -0.8101
C -4.524 5.033 1.406 0.5850
F -3.989 6.221 1.775 -0.3529
C -5.894 4.929 1.113 -1.5013
C -6.365 3.687 0.709 -0.5759
C -5.518 2.585 0.546 0.4512
N -6.807 5.998 1.212 0.1303
C -7.458 6.420 -0.015 -0.4750
C -8.729 7.200 0.315 -0.7303
N -8.368 8.375 1.150 -0.1097
C -7.702 7.925 2.400 -1.0155
C -6.448 7.139 2.031 -0.6364
H -9.020 1.038 -1.392 0.4038
H -7.456 0.705 -2.127 0.3705
H -7.872 2.348 -1.665 0.2638
H -7.490 -0.019 0.242 0.4991
H -7.937 1.594 0.770 0.5003
H -5.474 -0.425 -0.808 0.7354
H -2.630 4.079 1.514 0.6660
H -7.414 3.597 0.482 0.7149
H -7.722 5.552 -0.618 0.3815
H -6.789 7.052 -0.623 0.1971
H -9.418 6.577 0.887 0.3596
H -9.216 7.540 -0.601 0.4089
H -9.196 8.944 1.363 0.3618
H -7.706 8.963 0.624 0.3990
H -8.399 7.298 2.959 0.3792
H -7.425 8.792 3.001 0.4412
H -5.980 6.787 2.951 0.5122
H -5.742 7.814 1.521 0.4496
```